Record 1
The following is a DFT calculation (ωB97M-V/def2-TZVPD) of a molecular structure, C27H46BrNOP2PdS.

```
80
C27H46BrNOP2PdS (ωB97M-V/def2-TZVPD)
N -0.61 7.54 -1.90
C 0.27 7.23 -0.94
C 1.21 6.21 -1.09
C 1.21 5.45 -2.29
C 0.31 5.83 -3.31
C -0.58 6.88 -3.06
C 2.00 4.24 -2.40
Pd 0.31 -2.00 -1.81
P -0.23 -4.46 2.52
C 1.93 3.39 -3.48
C 2.08 1.96 -3.37
C 1.59 1.10 -4.39
C 1.26 -0.23 -4.08
C 1.43 -0.62 -2.74
C 2.23 0.09 -1.83
C 2.57 1.39 -2.16
Br -0.68 -4.00 0.29
H 2.63 4.01 -1.54
H 1.70 3.77 -4.48
H 1.91 5.99 -0.29
H 0.25 5.29 -4.25
H 0.23 7.81 -0.01
H -1.30 7.19 -3.83
H 1.39 1.52 -5.38
H 3.17 2.00 -1.49
H 0.84 -0.93 -4.79
H 2.53 -0.38 -0.89
P -1.30 -0.50 -1.51
C 1.49 -3.96 2.62
C 2.49 -5.07 2.30
H 1.66 -3.55 3.62
H 1.61 -3.13 1.90
H 3.50 -4.64 2.22
H 2.54 -5.82 3.11
H 2.28 -5.59 1.36
C -0.51 -6.22 2.73
C -0.45 -6.70 4.18
H 0.23 -6.75 2.11
H -1.50 -6.44 2.28
H -0.49 -7.80 4.20
H 0.48 -6.41 4.68
H -1.29 -6.33 4.78
C -1.32 -3.39 3.45
C -0.91 -3.20 4.91
H -2.33 -3.83 3.38
H -1.36 -2.43 2.92
H -1.59 -2.48 5.38
H -0.98 -4.13 5.49
H 0.11 -2.81 5.00
C -1.71 -0.19 0.24
C -2.87 -1.01 0.79
H -1.92 0.89 0.33
H -0.77 -0.36 0.79
H -3.82 -0.76 0.31
H -2.67 -2.08 0.68
H -2.98 -0.80 1.86
C -2.71 -1.24 -2.40
C -2.46 -1.40 -3.90
H -3.55 -0.56 -2.21
H -2.92 -2.21 -1.92
H -3.30 -1.95 -4.35
H -2.36 -0.44 -4.42
H -1.55 -1.99 -4.10
C -1.24 1.15 -2.33
C -1.29 2.39 -1.45
H -2.06 1.16 -3.07
H -0.30 1.15 -2.90
H -1.11 3.28 -2.07
H -2.26 2.52 -0.95
H -0.49 2.35 -0.69
C 0.57 3.65 1.97
S 1.79 2.39 1.52
C 1.92 1.58 3.13
O 1.09 1.42 0.61
H 0.95 4.18 2.85
H -0.38 3.15 2.17
H 0.48 4.35 1.12
H 1.02 0.97 3.29
H 2.82 0.94 3.08
H 2.05 2.34 3.90
```

Properties
total charge	+2
<S²>	2.08
HOMO (spin up / spin down)	-11.25 / -12.99	eV
spin multiplicity	3
gap between HOMO and LUMO (spin up / spin down)	0.183 / 0.204	Ha


Record 2
The following is a DFT calculation (ωB97M-V/def2-TZVPD) of a molecular structure, C27H46BrNOP2SSr.

```
80
C27H46BrNOP2SSr (ωB97M-V/def2-TZVPD)
N -5.13 5.11 -3.80
C -4.61 5.51 -2.64
C -3.31 5.16 -2.25
C -2.54 4.32 -3.09
C -3.12 3.95 -4.33
C -4.42 4.37 -4.64
C -1.23 3.83 -2.69
Sr 0.84 2.84 -1.23
P 4.42 0.59 -1.28
C -0.66 2.72 -3.34
C -1.08 1.34 -3.13
C -0.55 0.30 -3.95
C -0.72 -1.03 -3.62
C -1.50 -1.40 -2.50
C -2.20 -0.38 -1.80
C -2.02 0.96 -2.14
Br 0.72 -0.38 -0.76
H -0.63 4.54 -2.07
H -0.02 2.90 -4.22
H -2.93 5.52 -1.29
H -2.57 3.36 -5.06
H -5.24 6.12 -2.00
H -4.89 4.07 -5.58
H 0.02 0.59 -4.83
H -2.56 1.74 -1.59
H -0.21 -1.79 -4.21
H -2.83 -0.65 -0.94
P -1.49 -3.12 -1.91
C 3.61 2.21 -1.11
C 4.55 3.42 -0.99
H 2.97 2.15 -0.21
H 3.04 2.30 -2.06
H 3.98 4.32 -0.72
H 5.32 3.26 -0.22
H 5.06 3.62 -1.94
C 3.66 -0.30 -2.73
C 4.44 -1.56 -3.13
H 3.63 0.42 -3.56
H 2.62 -0.56 -2.43
H 4.07 -1.93 -4.09
H 5.51 -1.35 -3.24
H 4.33 -2.38 -2.40
C 3.82 -0.46 0.11
C 4.91 -0.83 1.12
H 3.40 -1.37 -0.34
H 2.99 0.05 0.60
H 4.51 -1.56 1.84
H 5.77 -1.29 0.63
H 5.24 0.04 1.69
C -1.37 -3.06 -0.11
C -1.07 -4.39 0.56
H -2.30 -2.63 0.27
H -0.57 -2.33 0.10
H -1.95 -5.04 0.57
H -0.25 -4.93 0.07
H -0.79 -4.20 1.59
C -0.10 -3.97 -2.69
C -0.43 -4.58 -4.05
H 0.23 -4.74 -1.98
H 0.72 -3.24 -2.77
H -1.14 -5.41 -3.97
H -0.84 -3.85 -4.75
H 0.49 -4.97 -4.50
C -3.03 -3.91 -2.39
C -4.25 -3.44 -1.59
H -2.87 -5.00 -2.28
H -3.18 -3.70 -3.46
H -4.59 -2.45 -1.93
H -5.07 -4.14 -1.72
H -4.04 -3.37 -0.51
C -0.91 1.22 2.09
S 0.42 2.39 2.47
C -0.54 3.74 3.17
O 0.83 2.95 1.09
H -1.84 1.77 1.92
H -0.99 0.56 2.97
H -0.62 0.62 1.21
H -0.41 3.71 4.26
H -0.13 4.68 2.78
H -1.61 3.64 2.93
```

Properties
total charge	+2
HOMO (spin up / spin down)	-12.19 / -12.19	eV
gap between HOMO and LUMO (spin up / spin down)	0.160 / 0.160	Ha


Record 3
The following is a DFT calculation (ωB97M-V/def2-TZVPD) of a molecular structure, C27H46Cl3O2PPb.

```
80
C27H46Cl3O2PPb (ωB97M-V/def2-TZVPD)
Pb 0.74 -0.25 3.08
P -0.05 -0.82 -0.27
Cl 0.48 -2.84 3.59
C 1.59 -0.27 0.66
H 1.91 0.49 -0.02
H 2.63 -0.66 1.07
C -1.97 -0.88 0.15
C 0.51 -2.54 -0.17
C -2.95 -1.38 -0.88
H -1.94 -1.59 0.99
C -4.31 -1.57 -0.30
H -3.03 -0.65 -1.68
H -2.61 -2.31 -1.30
C -4.85 -0.31 0.41
H -5.04 -1.80 -1.07
H -4.33 -2.39 0.41
C -3.84 0.36 1.33
H -5.25 0.42 -0.32
H -5.71 -0.57 1.03
C -2.46 0.51 0.68
H -4.17 1.36 1.62
H -3.70 -0.20 2.26
H -2.53 1.18 -0.20
H -1.72 0.95 1.40
C -0.12 -0.35 -2.12
C 1.84 -2.63 -0.90
H 0.69 -2.63 0.91
C 2.53 -3.95 -0.54
H 1.66 -2.59 -1.99
H 2.50 -1.80 -0.62
C 1.59 -5.15 -0.77
H 3.44 -4.08 -1.14
H 2.85 -3.92 0.52
C 0.19 -4.99 -0.15
H 1.51 -5.38 -1.84
H 2.06 -6.02 -0.30
C -0.45 -3.67 -0.53
H -0.44 -5.82 -0.47
H 0.27 -5.05 0.95
H -0.67 -3.66 -1.61
H -1.36 -3.56 0.06
C -0.81 0.99 -2.33
H 0.95 -0.22 -2.27
C -0.53 1.52 -3.75
H -1.90 0.85 -2.24
H -0.52 1.77 -1.61
C -0.80 0.48 -4.84
H -1.13 2.43 -3.92
H 0.53 1.83 -3.76
C -0.30 -0.95 -4.51
H -1.88 0.47 -5.08
H -0.32 0.83 -5.76
C -0.62 -1.37 -3.10
H -0.74 -1.63 -5.25
H 0.79 -0.98 -4.69
H -1.68 -1.50 -3.01
H -0.19 -2.34 -2.92
C 0.82 3.34 0.38
C 1.99 2.93 -0.17
H -0.15 2.96 0.04
C 3.34 3.18 0.41
H 1.97 2.29 -1.04
C 3.26 3.81 1.84
H 3.91 2.24 0.43
H 3.97 3.82 -0.23
C 2.16 4.87 1.86
H 3.05 3.02 2.59
H 4.23 4.24 2.16
C 0.79 4.28 1.55
H 2.13 5.34 2.84
H 2.36 5.62 1.09
H 0.44 3.71 2.44
H 0.04 5.08 1.38
Cl 2.25 2.41 7.50
C 1.37 3.00 6.14
Cl 2.26 4.24 5.22
C 1.07 1.91 5.07
O 0.20 2.22 4.19
O 1.72 0.81 5.01
H 0.43 3.49 6.39
```

Properties
HOMO	-7.31	eV
gap between HOMO and LUMO	0.247	Ha


The following maximum force values (in hartree/bohr) correspond, in order, to the records above: 0.0382; 0.0481; 0.0639.
The following molar mass values (in g mol⁻¹) correspond, in order, to the records above: 681.0; 662.2; 747.2.